Molecular formula: C18H26N6O4
Method: DFT, ωB97M-V with the def2-TZVPD basis set

Structure (XYZ):
```
54
Properties=species:S:1:pos:R:3:mulliken_charge:R:1
C -4.65 0.72 -3.38 -1.1962
C -3.88 1.43 -2.32 0.3536
N -3.76 2.75 -2.33 -1.0587
N -3.02 3.03 -1.24 0.3279
C -2.66 1.94 -0.54 -0.1063
C -1.81 2.02 0.69 -1.2322
C -3.20 0.86 -1.21 1.3245
C -3.11 -0.60 -0.89 -1.4764
C -1.72 -1.02 -0.45 0.8430
O -1.45 -1.16 0.74 -0.7270
N -0.77 -1.18 -1.41 0.2828
C -1.02 -1.00 -2.83 -0.5419
C -1.15 -2.37 -3.48 0.4737
O -2.02 -2.67 -4.26 -0.6721
N -0.19 -3.22 -3.02 -0.0942
C 0.95 -2.69 -2.28 -1.0811
C 0.47 -1.88 -1.07 -0.3562
C 1.59 -0.94 -0.59 0.3861
O 2.64 -0.83 -1.19 -0.7157
N 1.28 -0.26 0.54 0.0595
C 2.31 0.37 1.31 -0.5141
C 1.87 1.69 1.93 -0.5352
C 3.01 2.24 2.77 -0.8847
C 3.34 1.27 3.90 -0.5851
N 3.50 -0.10 3.43 0.0666
C 4.01 -1.03 4.43 -1.0952
C 2.86 -0.62 2.35 0.4559
O 2.75 -1.82 2.16 -0.6794
H -5.53 0.23 -2.97 0.2833
H -4.97 1.43 -4.14 0.3697
H -4.05 -0.05 -3.87 0.2957
H -2.80 3.98 -1.03 0.1629
H -2.19 1.36 1.47 0.3706
H -0.78 1.73 0.47 0.0939
H -1.80 3.04 1.08 0.4419
H -3.76 -0.86 -0.05 0.3923
H -3.44 -1.19 -1.74 0.4189
H -1.91 -0.42 -3.01 0.0238
H -0.18 -0.46 -3.28 0.3385
H -0.16 -4.14 -3.42 0.3049
H 1.56 -3.52 -1.93 0.4744
H 1.58 -2.07 -2.90 0.3367
H 0.24 -2.55 -0.23 0.6741
H 0.43 -0.57 1.01 0.4878
H 3.14 0.56 0.62 0.3880
H 1.59 2.39 1.14 0.3236
H 0.98 1.53 2.56 0.3197
H 3.89 2.38 2.14 0.3829
H 2.76 3.20 3.21 0.3739
H 4.27 1.57 4.39 0.3973
H 2.55 1.30 4.66 0.3012
H 4.26 -1.97 3.95 0.3337
H 4.90 -0.61 4.89 0.3397
H 3.27 -1.23 5.21 0.3485
```

Results
- orbital gap (eV) = 9.46
- lowest unoccupied orbital energy (eV) = 0.5416
- HOMO level (Eh) = -0.32763
- net charge = 0
- SMILES = Cc1n[nH]c(C)c1CC(=O)N1CC(=O)NC[C@H]1C(=O)N[C@H]1CCCN(C)C1=O
- E_tot (Eh) = -1331.09793


Molecular formula: C39H41BF10N3O7PS2Ta
Method: DFT, ωB97M-V with the def2-TZVPD basis set

Structure (XYZ):
```
105
Properties=species:S:1:pos:R:3:mulliken_charge:R:1
Ta 0.16 0.58 0.13 0.7121
C -2.40 2.73 -0.57 -1.9326
C -2.21 1.20 1.42 -2.2709
N -0.42 1.97 3.19 -0.3339
C -0.89 3.46 3.19 0.0741
C -0.74 4.21 4.52 -1.6038
C 1.01 1.81 3.31 -1.6665
C 1.69 1.29 2.00 -1.1211
N 1.52 1.93 0.73 0.9422
C 1.67 3.25 0.33 0.0850
C 1.26 3.51 -0.92 -0.2514
F 0.78 2.49 -1.63 0.6928
C 1.36 4.73 -1.59 0.0551
F 0.77 4.80 -2.83 -0.2052
C 1.97 5.83 -0.92 -1.0862
C 2.29 5.57 0.41 0.5894
F 2.63 6.66 1.13 -0.2822
C 2.24 4.32 0.98 0.0779
F 2.85 4.16 2.21 -0.3581
H -1.83 3.07 -1.35 0.3089
H -2.43 3.42 0.33 0.3020
H -3.47 2.74 -0.88 0.4746
H -2.25 0.23 1.86 -0.8610
H -2.92 1.92 1.84 1.3744
H -1.98 3.37 2.98 0.2509
H -0.29 3.92 2.43 0.1671
H -1.16 3.73 5.38 0.3856
H -1.36 5.14 4.48 0.4180
H 0.26 4.59 4.76 0.3645
H 1.24 1.09 4.11 0.3569
H 1.48 2.71 3.69 0.5399
H 1.31 0.26 1.88 0.3882
H 2.78 1.09 2.18 0.6672
H 1.84 6.78 -1.31 0.5525
F 3.56 -1.30 -3.16 -0.1708
C 3.99 -0.44 -2.27 0.3552
F 5.29 -0.65 -2.11 -0.2115
F 3.71 0.77 -2.70 -0.1549
S 3.21 -0.66 -0.58 1.6056
O 1.80 -0.37 -0.88 -0.7571
O 3.88 0.20 0.34 -0.6642
N 3.31 -2.20 -0.40 -0.5608
S 3.54 -2.88 1.09 1.1353
O 2.92 -2.08 2.14 -0.5787
O 3.27 -4.27 1.01 -0.7281
C 5.37 -2.62 1.33 0.5479
F 5.70 -1.40 1.02 -0.1634
F 6.07 -3.50 0.64 -0.2012
F 5.58 -2.83 2.64 -0.2172
O -0.83 1.59 1.84 1.4536
C -2.04 1.23 -0.09 2.6251
C -2.94 0.27 -0.81 -0.5580
C -4.26 0.02 -0.33 -0.0773
C -5.06 -0.93 -0.97 -1.0479
C -4.54 -1.69 -2.01 -0.7906
C -3.23 -1.43 -2.45 -0.7733
C -2.46 -0.43 -1.90 0.0450
P -0.73 -0.27 -2.41 2.7733
C -0.08 -1.88 -3.00 0.1660
C 0.04 -2.90 -2.05 -0.0572
C 0.75 -4.04 -2.36 -0.8884
C 1.22 -4.32 -3.62 -0.6713
C 1.01 -3.40 -4.61 -0.7870
C 0.30 -2.25 -4.33 -0.8732
C -0.70 0.91 -3.77 0.0432
C 0.45 1.29 -4.43 -0.2230
C 0.39 2.26 -5.43 -0.7566
C -0.79 2.87 -5.78 -0.6101
C -2.00 2.41 -5.20 -0.8817
C -1.90 1.57 -4.10 -0.5587
H -4.69 0.63 0.52 0.3308
H -6.05 -1.10 -0.70 0.5663
H -5.09 -2.48 -2.53 0.4442
H -2.88 -1.97 -3.35 0.4012
H -0.23 -2.78 -1.05 0.2021
H 0.86 -4.76 -1.59 0.4840
H 1.83 -5.12 -3.92 0.4690
H 1.29 -3.52 -5.61 0.5585
H 0.17 -1.51 -5.09 0.5566
H 1.39 0.84 -4.22 0.5273
H 1.31 2.49 -5.98 0.4369
H -0.85 3.55 -6.61 0.4670
H -2.95 2.87 -5.53 0.4179
H -2.80 1.27 -3.49 0.2439
C -1.82 -2.14 4.36 -1.6450
C -0.70 -2.44 3.38 1.3113
C 0.55 -2.96 4.00 -1.4269
O -0.38 -1.21 2.72 0.0248
B -0.14 -1.43 1.39 0.4237
O -0.35 -2.75 1.04 -0.2823
C -1.12 -3.30 2.14 1.7186
C -2.62 -3.03 1.83 -1.7211
C -0.78 -4.73 2.21 -2.3012
H -1.39 -1.78 5.32 0.4186
H -2.47 -3.02 4.64 0.2807
H -2.49 -1.33 3.93 0.2236
H 0.98 -2.33 4.80 0.4085
H 1.36 -2.91 3.26 0.0390
H 0.34 -3.93 4.46 0.4312
H -2.88 -1.95 1.87 -0.0410
H -3.14 -3.60 2.58 0.4574
H -2.79 -3.48 0.89 0.6071
H 0.24 -4.88 2.16 0.5371
H -1.18 -5.23 1.31 0.4398
H -1.08 -5.18 3.11 0.3966
```

Results
- orbital gap (eV) = 7.68
- lowest unoccupied orbital energy (eV) = -3.7521
- HOMO level (Eh) = -0.42008
- net charge = +1
- E_tot (Eh) = -4419.62337


Molecular formula: C24H34I2N5O3Pt
Method: DFT, ωB97M-V with the def2-TZVPD basis set

Structure (XYZ):
```
69
Properties=species:S:1:pos:R:3:mulliken_charge:R:1
Pt 0.28 -0.01 -0.54 1.2735
I 3.11 7.52 -0.56 0.4829
C 2.92 5.57 -0.13 -0.0338
C 3.46 5.07 1.07 -0.4990
C 3.37 3.73 1.32 -0.4798
I 4.11 2.92 3.01 0.3628
C 2.75 2.80 0.29 0.6469
O 2.83 1.61 0.43 -0.3646
C 2.11 3.40 -0.91 0.4472
C 1.50 2.54 -1.99 -1.0192
N 0.25 1.78 -1.65 -1.0602
C -0.80 2.61 -1.00 -1.0836
C -0.73 2.44 0.48 0.9962
C -1.07 3.44 1.38 -1.0841
C -1.04 3.15 2.74 -0.5539
C -0.64 1.89 3.16 -0.8950
C -0.30 0.94 2.21 0.0686
N -0.35 1.22 0.90 0.5636
C 2.23 4.73 -1.09 -0.3945
H 3.94 5.74 1.77 0.4397
H 1.26 3.21 -2.82 0.6887
H 2.23 1.82 -2.35 0.3251
H -0.12 1.48 -2.55 0.3705
H -0.73 3.66 -1.30 0.5248
H -1.77 2.24 -1.34 0.4923
H -1.38 4.41 1.03 0.5969
H -1.32 3.90 3.47 0.4836
H -0.60 1.63 4.21 0.5396
H 0.02 -0.06 2.48 0.4065
H 1.83 5.20 -1.98 0.4844
C 2.74 -1.22 -1.82 -0.8230
O 1.33 -0.94 -2.08 -0.4705
C 0.77 -1.99 -2.93 -0.5200
C -0.58 -1.65 -3.50 -0.9559
O -1.51 -1.40 -2.47 -0.0984
C -2.84 -1.29 -2.98 -0.8668
H 3.26 -1.17 -2.78 0.3115
H 2.86 -2.21 -1.40 0.3906
H 3.10 -0.46 -1.14 0.2161
H 0.75 -2.91 -2.35 0.3323
H 1.46 -2.11 -3.77 0.5030
H -0.89 -2.50 -4.10 0.5363
H -0.50 -0.78 -4.17 0.4089
H -3.13 -2.20 -3.51 0.2956
H -2.93 -0.44 -3.67 0.3509
H -3.50 -1.14 -2.13 0.2349
C -3.55 -2.77 2.10 -0.7885
C -3.54 -1.92 0.85 -0.5996
N -2.16 -1.51 0.57 0.4218
C -1.05 -2.17 0.95 0.4640
N 0.14 -1.67 0.59 -0.2263
C 1.35 -2.43 0.92 -0.6650
C 1.19 -3.21 2.21 -0.8052
C -0.04 -4.08 2.10 -0.6393
N -1.19 -3.28 1.70 0.0625
C -2.51 -3.86 1.95 -0.5795
H -4.54 -3.22 2.24 0.3747
H -3.33 -2.16 2.98 0.3101
H -4.14 -1.02 0.98 0.4219
H -3.94 -2.49 0.01 0.3648
H -2.01 -0.76 -0.09 -0.2803
H 2.17 -1.72 1.01 0.3409
H 1.59 -3.13 0.11 0.2151
H 1.08 -2.52 3.05 0.2828
H 2.07 -3.82 2.39 0.4110
H -0.27 -4.54 3.06 0.4302
H 0.12 -4.89 1.38 0.2728
H -2.43 -4.45 2.86 0.3791
H -2.78 -4.54 1.14 0.2605
```

Results
- orbital gap (spin up / spin down) (eV) = 4.43 / 4.43
- lowest unoccupied orbital energy (spin up / spin down) (eV) = -11.6990 / -11.6974
- HOMO level (spin up / spin down) (Eh) = -0.59274 / -0.59274
- net charge = +3
- E_tot (Eh) = -2148.18069


Molecular formula: C23H23N6O2PPdSSe
Method: DFT, ωB97M-V with the def2-TZVPD basis set

Structure (XYZ):
```
58
Properties=species:S:1:pos:R:3:mulliken_spin:R:1
Pd -0.38 1.42 -0.33 0.8802
O 2.07 2.77 0.73 0.0782
C 1.69 1.78 0.17 0.2715
C 2.66 0.63 -0.09 0.1262
C 4.03 0.85 -0.01 0.0258
C 4.90 -0.20 -0.24 0.0040
C 4.41 -1.47 -0.52 -0.0002
C 3.04 -1.69 -0.59 0.0013
C 2.16 -0.63 -0.39 -0.0119
P 0.34 -0.83 -0.37 0.1591
C 0.14 -1.89 1.10 0.0067
C 0.34 -1.29 2.34 0.0136
C 0.22 -2.02 3.51 -0.0074
C -0.11 -3.37 3.45 0.0165
C -0.31 -3.98 2.22 -0.0074
C -0.18 -3.25 1.05 0.0082
C -0.10 -1.88 -1.78 0.0285
C -1.41 -2.36 -1.84 0.0278
C -1.85 -3.07 -2.95 -0.0062
C -0.99 -3.29 -4.01 0.0153
C 0.30 -2.79 -3.97 -0.0050
C 0.74 -2.08 -2.87 0.0138
H 4.39 1.84 0.23 0.0078
H 5.97 -0.03 -0.20 0.0006
H 5.09 -2.29 -0.69 0.0000
H 2.66 -2.68 -0.79 0.0009
H 0.57 -0.23 2.40 0.0008
H 0.38 -1.54 4.47 -0.0005
H -0.22 -3.94 4.36 0.0015
H -0.56 -5.03 2.17 -0.0005
H -0.32 -3.74 0.10 0.0016
H -2.10 -2.17 -1.02 -0.0015
H -2.87 -3.44 -2.98 -0.0002
H -1.33 -3.84 -4.88 0.0013
H 0.97 -2.94 -4.81 -0.0003
H 1.74 -1.66 -2.86 -0.0002
C -3.57 2.40 1.33 0.0021
S -2.65 1.16 2.22 0.0117
C -3.26 -0.29 1.37 0.0003
O -1.20 1.33 1.81 0.0443
H -4.63 2.25 1.53 0.0007
H -3.36 2.30 0.26 0.0003
H -3.24 3.37 1.70 0.0002
H -4.32 -0.40 1.60 0.0010
H -2.71 -1.14 1.74 -0.0015
H -3.12 -0.15 0.29 -0.0019
Se -0.29 1.54 -3.05 0.2048
C -1.95 1.19 -2.33 -0.0226
N -2.96 0.95 -1.82 0.0588
N 0.51 6.07 1.79 0.0013
N 0.08 5.28 0.73 0.0095
N 0.42 5.54 -0.52 -0.0052
C -0.21 4.56 -1.15 0.0168
N -0.89 3.77 -0.31 0.0175
N -0.69 4.27 0.91 0.0086
H 1.37 6.51 1.47 0.0003
H 0.74 5.42 2.54 0.0002
H -0.17 4.40 -2.21 0.0032
```

Results
- orbital gap (spin up / spin down) (eV) = 6.69 / 7.60
- lowest unoccupied orbital energy (spin up / spin down) (eV) = 0.4985 / -0.2897
- spin multiplicity = 3
- HOMO level (spin up / spin down) (Eh) = -0.22771 / -0.28980
- net charge = 0
- E_tot (Eh) = -4638.02533


Molecular formula: C5H26O11
Method: DFT, ωB97M-V with the def2-TZVPD basis set

Structure (XYZ):
```
42
Properties=species:S:1:pos:R:3:mulliken_charge:R:1
O 1.84 -0.23 -0.78 -0.5708
C 1.70 -0.30 0.42 -0.0788
O 2.17 -1.36 1.08 -0.5197
C 1.22 0.82 1.31 0.5639
C 0.32 0.51 2.50 -1.0680
C -1.01 -0.12 2.02 -0.0884
C -2.03 0.93 1.53 -0.6637
O -1.48 2.26 1.59 -0.4387
H 2.66 -2.00 0.50 0.5186
H 0.62 1.45 0.66 -0.2281
H 2.09 1.44 1.55 0.3494
H 0.79 -0.18 3.20 0.4332
H 0.16 1.42 3.07 0.5116
H -1.42 -0.85 2.71 0.5404
H -0.63 -0.78 1.22 -0.1440
H -2.87 0.98 2.23 0.4097
H -2.37 0.58 0.55 0.2887
H -2.22 2.85 1.53 0.3040
O 0.01 -3.13 -1.28 -0.5974
H -0.72 -3.76 -1.21 0.2919
H -0.44 -2.36 -1.67 0.3074
O 0.14 0.74 -3.11 -0.6165
H 1.00 1.07 -3.39 0.2894
H -0.14 1.32 -2.40 0.2932
O 1.38 3.87 1.73 -0.6534
H 0.89 4.43 1.13 0.3239
H 0.75 3.18 1.93 0.2739
O 0.51 -2.67 3.20 -0.6100
H 0.82 -3.57 3.30 0.2852
H 1.17 -2.26 2.63 0.3300
O -1.13 -1.52 -3.37 -0.6808
H -0.95 -1.99 -4.18 0.2837
H -0.53 -0.74 -3.30 0.4966
O -3.00 0.41 -3.30 -0.6469
H -2.22 0.67 -3.80 0.3091
H -2.91 -0.50 -3.02 0.3295
O -0.76 3.01 -1.68 -0.7429
H -1.69 2.75 -1.62 0.3384
H -0.43 2.96 -0.78 0.2985
O 3.10 -3.19 -0.56 -0.6920
H 2.14 -3.20 -0.71 0.3364
H 3.47 -2.97 -1.42 0.3334
```

Results
- orbital gap (eV) = 10.44
- lowest unoccupied orbital energy (eV) = 0.1951
- HOMO level (Eh) = -0.37652
- net charge = 0
- SMILES = O=C(O)CCCCO.O.O.O.O.O.O.O.O
- E_tot (Eh) = -1033.76726


Molecular formula: C5H7N
Method: DFT, ωB97M-V with the def2-TZVPD basis set

Structure (XYZ):
```
13
Properties=species:S:1:pos:R:3:mulliken_charge:R:1
C 1.24 0.00 -0.50 -0.1125
C 0.50 1.12 -0.55 -0.6712
C -0.70 0.94 0.31 0.1837
N -1.85 0.23 -0.15 -0.6403
C -0.50 -0.37 0.92 -0.3734
C 0.43 -1.17 0.04 -0.7553
H 2.29 -0.08 -0.71 0.4081
H 0.69 2.04 -1.09 0.4015
H -0.99 1.73 0.99 0.4332
H -1.60 -0.31 -0.99 0.2973
H -0.33 -0.51 2.01 0.2803
H 1.01 -1.99 0.50 0.3568
H -0.16 -1.66 -0.76 0.1918
```

Results
- orbital gap (eV) = 9.82
- lowest unoccupied orbital energy (eV) = 1.0365
- HOMO level (Eh) = -0.32278
- net charge = 0
- SMILES = C1=C[C@H]2N[C@H]2C1
- E_tot (Eh) = -249.34212


Please write out number 5 again, unchanged.
Molecular formula: C5H26O11
Method: DFT, ωB97M-V with the def2-TZVPD basis set

Structure (XYZ):
```
42
Properties=species:S:1:pos:R:3:mulliken_charge:R:1
O 1.84 -0.23 -0.78 -0.5708
C 1.70 -0.30 0.42 -0.0788
O 2.17 -1.36 1.08 -0.5197
C 1.22 0.82 1.31 0.5639
C 0.32 0.51 2.50 -1.0680
C -1.01 -0.12 2.02 -0.0884
C -2.03 0.93 1.53 -0.6637
O -1.48 2.26 1.59 -0.4387
H 2.66 -2.00 0.50 0.5186
H 0.62 1.45 0.66 -0.2281
H 2.09 1.44 1.55 0.3494
H 0.79 -0.18 3.20 0.4332
H 0.16 1.42 3.07 0.5116
H -1.42 -0.85 2.71 0.5404
H -0.63 -0.78 1.22 -0.1440
H -2.87 0.98 2.23 0.4097
H -2.37 0.58 0.55 0.2887
H -2.22 2.85 1.53 0.3040
O 0.01 -3.13 -1.28 -0.5974
H -0.72 -3.76 -1.21 0.2919
H -0.44 -2.36 -1.67 0.3074
O 0.14 0.74 -3.11 -0.6165
H 1.00 1.07 -3.39 0.2894
H -0.14 1.32 -2.40 0.2932
O 1.38 3.87 1.73 -0.6534
H 0.89 4.43 1.13 0.3239
H 0.75 3.18 1.93 0.2739
O 0.51 -2.67 3.20 -0.6100
H 0.82 -3.57 3.30 0.2852
H 1.17 -2.26 2.63 0.3300
O -1.13 -1.52 -3.37 -0.6808
H -0.95 -1.99 -4.18 0.2837
H -0.53 -0.74 -3.30 0.4966
O -3.00 0.41 -3.30 -0.6469
H -2.22 0.67 -3.80 0.3091
H -2.91 -0.50 -3.02 0.3295
O -0.76 3.01 -1.68 -0.7429
H -1.69 2.75 -1.62 0.3384
H -0.43 2.96 -0.78 0.2985
O 3.10 -3.19 -0.56 -0.6920
H 2.14 -3.20 -0.71 0.3364
H 3.47 -2.97 -1.42 0.3334
```

Results
- orbital gap (eV) = 10.44
- lowest unoccupied orbital energy (eV) = 0.1951
- HOMO level (Eh) = -0.37652
- net charge = 0
- SMILES = O=C(O)CCCCO.O.O.O.O.O.O.O.O
- E_tot (Eh) = -1033.76726


Question: What is the net charge in the first record?
Answer: 0


Copy entry 5 word for word.
Molecular formula: C5H26O11
Method: DFT, ωB97M-V with the def2-TZVPD basis set

Structure (XYZ):
```
42
Properties=species:S:1:pos:R:3:mulliken_charge:R:1
O 1.84 -0.23 -0.78 -0.5708
C 1.70 -0.30 0.42 -0.0788
O 2.17 -1.36 1.08 -0.5197
C 1.22 0.82 1.31 0.5639
C 0.32 0.51 2.50 -1.0680
C -1.01 -0.12 2.02 -0.0884
C -2.03 0.93 1.53 -0.6637
O -1.48 2.26 1.59 -0.4387
H 2.66 -2.00 0.50 0.5186
H 0.62 1.45 0.66 -0.2281
H 2.09 1.44 1.55 0.3494
H 0.79 -0.18 3.20 0.4332
H 0.16 1.42 3.07 0.5116
H -1.42 -0.85 2.71 0.5404
H -0.63 -0.78 1.22 -0.1440
H -2.87 0.98 2.23 0.4097
H -2.37 0.58 0.55 0.2887
H -2.22 2.85 1.53 0.3040
O 0.01 -3.13 -1.28 -0.5974
H -0.72 -3.76 -1.21 0.2919
H -0.44 -2.36 -1.67 0.3074
O 0.14 0.74 -3.11 -0.6165
H 1.00 1.07 -3.39 0.2894
H -0.14 1.32 -2.40 0.2932
O 1.38 3.87 1.73 -0.6534
H 0.89 4.43 1.13 0.3239
H 0.75 3.18 1.93 0.2739
O 0.51 -2.67 3.20 -0.6100
H 0.82 -3.57 3.30 0.2852
H 1.17 -2.26 2.63 0.3300
O -1.13 -1.52 -3.37 -0.6808
H -0.95 -1.99 -4.18 0.2837
H -0.53 -0.74 -3.30 0.4966
O -3.00 0.41 -3.30 -0.6469
H -2.22 0.67 -3.80 0.3091
H -2.91 -0.50 -3.02 0.3295
O -0.76 3.01 -1.68 -0.7429
H -1.69 2.75 -1.62 0.3384
H -0.43 2.96 -0.78 0.2985
O 3.10 -3.19 -0.56 -0.6920
H 2.14 -3.20 -0.71 0.3364
H 3.47 -2.97 -1.42 0.3334
```

Results
- orbital gap (eV) = 10.44
- lowest unoccupied orbital energy (eV) = 0.1951
- HOMO level (Eh) = -0.37652
- net charge = 0
- SMILES = O=C(O)CCCCO.O.O.O.O.O.O.O.O
- E_tot (Eh) = -1033.76726